No. 1
{"formula": "C36H37BaNP2", "method": "ωB97M-V with the def2-TZVPD basis set", "symbols": ["Ba", "C", "C", "C", "C", "C", "C", "C", "C", "C", "H", "H", "H", "H", "H", "H", "H", "H", "H", "H", "H", "H", "H", "H", "H", "P", "P", "C", "C", "C", "C", "C", "C", "C", "C", "C", "C", "C", "C", "C", "C", "C", "C", "C", "C", "C", "C", "C", "C", "C", "C", "C", "C", "H", "H", "H", "H", "H", "H", "H", "H", "H", "H", "H", "H", "H", "H", "H", "H", "H", "H", "H", "H", "H", "H", "N", "C"], "coordinates": [[-0.37, 2.35, -1.96], [-1.81, 1.06, -6.29], [-1.86, -0.25, -6.02], [-1.20, -1.28, -6.89], [0.24, -0.95, -7.36], [1.09, -0.09, -6.48], [1.14, 1.25, -6.52], [0.26, 2.11, -7.37], [-1.21, 1.64, -7.52], [1.62, 0.60, 0.81], [-2.34, 1.80, -5.68], [-2.56, -0.67, -5.28], [-1.81, -1.44, -7.80], [-1.18, -2.25, -6.35], [0.77, -1.91, -7.49], [0.17, -0.45, -8.34], [1.80, -0.66, -5.87], [2.00, 1.80, -6.13], [0.69, 2.15, -8.39], [0.27, 3.14, -6.97], [-1.81, 2.50, -7.83], [-1.25, 0.86, -8.29], [1.52, 1.57, 1.28], [2.42, 0.00, 1.30], [0.70, 0.02, 0.77], [-1.73, -0.75, -2.23], [1.81, -0.10, -1.63], [-0.36, -1.02, -3.36], [0.98, -0.77, -3.13], [-2.60, -2.26, -1.88], [-2.80, -3.21, -2.89], [-3.57, -4.35, -2.68], [-4.10, -4.60, -1.42], [-3.77, -3.73, -0.36], [-3.03, -2.56, -0.57], [-2.97, 0.45, -2.96], [-2.52, 1.71, -3.42], [-3.15, 2.90, -3.01], [-4.49, 2.83, -2.63], [-5.10, 1.56, -2.56], [-4.34, 0.39, -2.62], [3.34, -1.13, -1.54], [3.17, -2.44, -1.03], [4.30, -3.23, -0.77], [5.58, -2.76, -1.03], [5.74, -1.48, -1.56], [4.63, -0.66, -1.80], [2.47, 1.55, -2.24], [2.79, 2.48, -1.23], [2.90, 3.83, -1.54], [2.85, 4.24, -2.88], [2.58, 3.33, -3.91], [2.31, 2.00, -3.56], [-0.61, -1.57, -4.29], [1.69, -1.08, -3.91], [-2.35, -3.04, -3.86], [-3.79, -5.02, -3.50], [-4.79, -5.45, -1.26], [-4.13, -3.98, 0.63], [-2.78, -1.87, 0.26], [-1.63, 1.79, -4.12], [-2.61, 3.87, -2.98], [-5.09, 3.74, -2.49], [-6.18, 1.49, -2.43], [-4.75, -0.58, -2.30], [2.16, -2.81, -0.83], [4.17, -4.23, -0.34], [6.46, -3.39, -0.83], [6.73, -1.11, -1.77], [4.77, 0.34, -2.19], [2.87, 2.09, -0.20], [3.06, 4.56, -0.74], [3.07, 5.28, -3.15], [2.60, 3.64, -4.97], [1.92, 1.30, -4.30], [-1.73, 1.30, 0.33], [-2.29, 0.28, 0.59]], "lowdin_charge": [1.59, -0.12, -0.13, -0.18, -0.18, -0.11, -0.13, -0.18, -0.18, -0.13, 0.09, 0.10, 0.12, 0.10, 0.12, 0.10, 0.09, 0.08, 0.12, 0.11, 0.12, 0.10, -0.01, 0.01, -0.06, 0.97, 0.98, -0.34, -0.34, -0.39, -0.09, -0.09, -0.08, -0.07, -0.09, -0.37, -0.42, -0.19, -0.07, -0.07, -0.07, -0.35, -0.09, -0.09, -0.09, -0.08, -0.08, -0.51, -0.20, -0.12, -0.11, -0.13, -0.22, 0.04, 0.05, 0.08, 0.10, 0.11, 0.10, 0.02, 0.04, 0.08, 0.11, 0.11, 0.12, 0.11, 0.11, 0.11, 0.10, 0.10, 0.07, 0.10, 0.11, 0.11, 0.04, -0.29, -0.29], "orbital_gap_ev": [3.15, 6.37], "e_lumo_ev": [-0.38, -0.19]}



No. 2
{"formula": "C4H14N2O2", "method": "ωB97M-V with the def2-TZVPD basis set", "symbols": ["N", "C", "C", "N", "C", "C", "O", "H", "H", "H", "H", "H", "H", "H", "H", "H", "H", "H", "H", "H", "H", "O"], "coordinates": [[-0.96, -1.98, -1.45], [0.32, -1.74, -0.74], [0.26, -1.10, 0.66], [-0.43, 0.20, 0.55], [0.32, 1.60, -0.12], [1.20, 2.30, 0.73], [0.46, 0.17, 3.14], [-1.67, -2.21, -0.77], [-0.86, -2.70, -2.16], [0.92, -2.66, -0.70], [0.82, -0.98, -1.37], [1.31, -0.98, 0.93], [-0.18, -1.69, 1.47], [-0.08, 0.65, 1.46], [-0.58, 2.14, -0.37], [0.75, 1.16, -1.03], [1.24, 3.39, 0.69], [2.17, 1.87, 0.97], [1.18, 0.77, 3.04], [-1.67, 1.08, -3.08], [-1.27, -0.11, -1.92], [-1.12, 0.70, -2.41]], "lowdin_spin": [0.00, 0.00, 0.01, 0.11, 0.09, 0.62, 0.05, 0.00, 0.00, 0.00, 0.00, 0.00, 0.00, 0.00, 0.00, 0.04, 0.04, 0.03, 0.00, 0.00, 0.00, 0.00], "de_lowest_ev": 3.096, "orbital_gap_ev": [6.23, 6.11], "spin_multiplicity": 2, "total_charge": -1, "s2": 0.76, "e_lumo_ev": [3.47, 3.47]}



No. 3
{"formula": "C7H14", "method": "ωB97M-V with the def2-TZVPD basis set", "symbols": ["C", "C", "C", "C", "C", "H", "H", "H", "H", "H", "H", "H", "H", "H", "H", "C", "C", "H", "H", "H", "H"], "coordinates": [[0.69, 1.57, -0.83], [0.42, 0.28, -1.06], [0.93, -0.88, -0.30], [-0.25, -1.66, 0.24], [1.82, -1.72, -1.24], [1.17, 1.64, -1.80], [1.19, 1.83, 0.11], [-0.09, 0.06, -2.01], [1.56, -0.49, 0.51], [-0.89, -1.98, -0.59], [0.09, -2.54, 0.79], [-0.84, -1.01, 0.89], [2.20, -2.60, -0.70], [1.26, -2.08, -2.11], [2.68, -1.15, -1.61], [-1.93, 2.28, 1.18], [-2.06, 1.29, 2.06], [-1.42, 3.21, 1.44], [-2.30, 2.21, 0.16], [-2.57, 0.37, 1.80], [-1.67, 1.37, 3.07]], "nbo_charge": [-0.52, -0.06, -0.29, -0.60, -0.59, 0.24, 0.19, 0.18, 0.20, 0.20, 0.21, 0.22, 0.21, 0.20, 0.21, -0.37, -0.41, 0.19, 0.20, 0.19, 0.19], "de_lowest_ev": 3.518, "orbital_gap_ev": 9.78, "e_lumo_ev": 1.12, "smiles": "C=CC(C)C.C=C"}



Q: Number 3 is which compound?
A: C7H14